# 1
{"formula": "CHBrClNO", "method": "the ωB97M-V functional and the def2-TZVPD basis", "symbols": ["Br", "Cl", "O", "N", "C", "H"], "xyz": [[3.59300, -0.19261, 0.15888], [0.93799, -1.85394, -0.21833], [2.58567, 2.31981, -0.24690], [0.09271, -0.52149, -0.70254], [2.38933, 1.15692, -0.27431], [-0.39368, -0.38776, 0.17261]], "lowdin_charge": [0.6786, 0.4738, 0.0015, -0.4207, -0.6803, -0.0529], "spin_multiplicity": 1, "e_above_lowest_kcal_mol": 90.4, "energy_ha": -3202.75167, "gap_ha": [0.314, 0.295]}

# 2
{"formula": "C28H23LuN4", "method": "the ωB97M-V functional and the def2-TZVPD basis", "symbols": ["Lu", "N", "N", "N", "N", "C", "C", "C", "C", "C", "C", "C", "C", "C", "C", "C", "C", "C", "C", "C", "C", "C", "C", "C", "C", "C", "C", "C", "C", "C", "C", "C", "C", "H", "H", "H", "H", "H", "H", "H", "H", "H", "H", "H", "H", "H", "H", "H", "H", "H", "H", "H", "H", "H", "H", "H"], "xyz": [[-0.38116, 1.23143, 0.17535], [1.23342, -1.13101, 0.92517], [0.58227, 0.57566, -1.68293], [-1.57356, -0.70036, 0.47295], [-2.56907, 1.75160, 0.76508], [3.91193, 0.76622, -1.02945], [-1.88258, 4.05049, 0.68127], [-0.12183, 0.21992, -3.95461], [-4.20779, 3.33874, 1.45269], [-2.89348, -0.63374, 0.76697], [0.48723, -1.88372, 0.04955], [2.47501, -2.77542, -1.17710], [3.30445, -1.72339, -1.20666], [2.44402, 0.01779, 3.46638], [2.06521, -0.42483, -3.24649], [-3.42648, 0.73273, 1.00349], [-4.71962, 0.99206, 1.45480], [-0.97988, -1.89558, 0.27679], [2.44055, -0.43820, 0.61974], [-5.10647, 2.30616, 1.68068], [-3.07091, -3.01854, 0.61300], [2.82220, -0.32063, -0.88256], [1.26638, 0.29495, 1.30113], [3.60705, -0.71964, 1.46983], [1.07543, -2.74940, -0.82713], [1.39478, 0.49154, 2.76881], [-2.93984, 3.02120, 0.98066], [-0.33167, 0.68829, -2.67724], [-3.66847, -1.78419, 0.85208], [1.12906, -0.32135, -4.25268], [-1.72236, -3.08124, 0.32260], [3.56736, -0.57489, 2.80384], [1.75211, -0.03186, -1.93570], [1.35195, -0.66394, -5.25095], [-4.71697, -1.73689, 1.09935], [-0.89603, 0.28800, -4.70104], [-3.66104, -3.92156, 0.66987], [-1.23554, -4.03020, 0.16025], [-1.28150, 1.17598, -2.41394], [4.86956, 0.32704, -1.28995], [4.33650, -1.85785, -1.49165], [-5.41807, 0.19280, 1.63811], [2.50839, 0.16614, 4.53574], [-4.48645, 4.36184, 1.64593], [3.65360, 1.48270, -1.80520], [-2.26656, 5.05958, 0.82667], [4.02859, 1.30361, -0.09117], [-6.10086, 2.52342, 2.04040], [4.43174, -0.82076, 3.40058], [3.04589, -0.82228, -3.45477], [0.46663, -3.50821, -1.29706], [4.51635, -1.02580, 0.97687], [2.85969, -3.73179, -1.50165], [-1.55235, 3.97555, -0.37052], [0.61136, 1.06594, 3.27277], [-1.02817, 3.92591, 1.37110]], "lowdin_charge": [1.7888, 0.0684, -0.0647, 0.0251, -0.0248, 0.0184, -0.0248, -0.0155, 0.0265, -0.1819, -0.2134, -0.0455, -0.0565, -0.0632, 0.0296, -0.1805, 0.0335, -0.1588, -0.3149, 0.0150, 0.0153, -0.3355, -0.3454, 0.0054, -0.0004, -0.0839, -0.3103, -0.1337, 0.0331, 0.0180, 0.0424, -0.0390, -0.1900, 0.1323, 0.1207, 0.1235, 0.1337, 0.1320, 0.1117, 0.0970, 0.1276, 0.1206, 0.1144, 0.1322, 0.0922, 0.1019, 0.0963, 0.1338, 0.1182, 0.1393, 0.1155, 0.1256, 0.1230, 0.0894, 0.0894, 0.0929], "spin_multiplicity": 1, "charge": 2, "e_above_lowest_kcal_mol": 126.0, "energy_ha": -2534.79635, "gap_ha": 0.226}

# 3
{"formula": "C2H2NO2S2", "method": "the ωB97M-V functional and the def2-TZVPD basis", "symbols": ["S", "S", "O", "O", "N", "C", "C", "H", "H"], "xyz": [[-2.77173, -0.85454, 0.70007], [-1.88300, -1.76303, -1.11312], [-0.71222, 0.73467, 1.47051], [-0.45630, -4.56086, -1.93838], [-0.51894, -3.58286, -2.48672], [-0.65800, -0.68821, -0.54505], [-1.19702, -0.10965, 0.60573], [0.22743, -0.23122, -1.01002], [-0.00491, 1.30964, 1.14932]], "lowdin_charge": [0.8364, 0.8097, 0.1394, 0.0793, 0.0426, -0.4283, -0.7572, 0.1139, 0.1641], "spin_multiplicity": 1, "charge": 1, "e_above_lowest_kcal_mol": 6.3, "energy_ha": -1078.59364, "gap_ha": [0.311, 0.181]}